Molecular formula: C41H38GeN4O8Sr
Method: DFT, wB97M-V/def2-TZVPD

Values from the calculation:
- charge = -1
- max |F| (eV/A) = 3.3
- spin multiplicity = 2
- energy (eV) = -122831.6982

CARTESIAN COORDINATES (ANGSTROEM)
1 Sr -8.49 -13.34 12.57
2 Ge -6.70 -13.95 16.71
3 O -7.50 -13.47 10.25
4 O -5.75 -13.05 8.81
5 O -1.80 -12.47 11.41
6 O -10.90 -14.32 12.24
7 O -6.51 -13.66 14.72
8 O -9.21 -11.16 13.36
9 O -10.03 -13.12 10.57
10 O -4.60 -12.91 15.70
11 N -10.72 -14.37 8.23
12 N -5.82 -12.76 12.35
13 N -11.31 -10.40 13.11
14 N -9.54 -8.92 13.78
15 C -10.92 -13.91 11.04
16 C -4.59 -16.03 16.79
17 C -11.09 -15.58 16.01
18 C -8.48 -14.73 16.57
19 C -4.31 -17.51 14.87
20 C -14.19 -15.53 8.71
21 C -10.40 -7.82 14.22
22 C -10.30 -16.41 6.93
23 C -2.72 -15.81 18.50
24 C -5.29 -15.04 17.55
25 C -2.46 -17.15 16.35
26 C -8.14 -16.53 5.81
27 C -13.28 -14.82 10.83
28 C -3.23 -16.37 17.24
29 C -10.00 -15.09 7.29
30 C -10.78 -14.99 17.22
31 C -11.94 -14.74 8.84
32 C -2.97 -17.67 15.18
33 C -6.66 -12.17 17.57
34 C -4.73 -14.50 18.73
35 C -4.01 -12.58 10.73
36 C -12.09 -14.43 10.20
37 C -13.01 -15.23 8.10
38 C -4.88 -12.65 13.35
39 C -6.27 -13.12 9.96
40 C -9.48 -14.53 17.50
41 C -8.75 -15.39 15.35
42 C -3.54 -12.40 13.11
43 C -9.99 -10.18 13.42
44 C -5.34 -12.74 11.08
45 C -7.80 -15.22 6.18
46 C -3.46 -14.91 19.20
47 C -9.34 -17.13 6.23
48 C -3.07 -12.43 11.82
49 C -8.77 -14.48 6.80
50 C -14.32 -15.29 10.09
51 C -8.66 -13.00 6.84
52 C -10.05 -15.73 15.09
53 C -6.52 -14.61 5.75
54 C -5.09 -16.62 15.62
55 C -5.31 -13.06 14.71
56 H -9.86 -6.86 13.98
57 H -6.77 -13.77 5.08
58 H -5.75 -15.24 5.29
59 H -11.44 -11.32 12.66
60 H -3.10 -14.53 20.17
61 H -9.39 -12.62 7.55
62 H -3.74 -12.72 9.67
63 H -7.63 -12.01 18.10
64 H -7.71 -12.63 7.29
65 H -10.20 -13.64 8.67
66 H -11.58 -14.91 17.98
67 H -12.89 -15.44 7.06
68 H -12.10 -15.87 15.77
69 H -6.62 -11.42 16.77
70 H -11.35 -7.89 13.68
71 H -5.85 -12.04 18.36
72 H -7.53 -17.07 5.03
73 H -11.29 -16.90 7.19
74 H -8.68 -8.99 14.29
75 H -2.92 -12.33 14.04
76 H -8.83 -12.52 5.87
77 H -10.28 -16.12 14.11
78 H -6.04 -14.07 6.61
79 H -13.31 -14.72 11.93
80 H -10.59 -7.80 15.27
81 H -5.29 -13.83 19.36
82 H -2.38 -18.32 14.56
83 H -1.45 -17.32 16.61
84 H -6.14 -16.53 15.30
85 H -7.98 -15.57 14.57
86 H -9.50 -18.14 6.03
87 H -15.26 -15.57 10.57
88 H -4.75 -18.04 13.98
89 H -15.01 -15.93 8.15
90 H -11.93 -9.71 12.79
91 H -9.16 -14.03 18.40
92 H -1.80 -16.15 18.88
93 H -1.20 -12.70 12.14

***

Molecular formula: C24H62Be2N6NaO8
Method: DFT, wB97M-V/def2-TZVPD

Values from the calculation:
- charge = +3
- max |F| (eV/A) = 4.9
- energy (eV) = -56402.1420

CARTESIAN COORDINATES (ANGSTROEM)
1 Na -2.06 -2.85 3.17
2 O -1.68 4.06 2.61
3 O -0.74 -4.17 -5.55
4 O -1.18 1.07 1.60
5 O 1.45 -6.16 0.36
6 O 6.19 -0.17 -2.41
7 O 1.05 2.97 3.24
8 O -1.63 -1.70 0.70
9 O -3.24 2.10 -0.42
10 N 5.94 -1.16 0.46
11 N -0.73 -6.10 0.90
12 N -3.32 -0.49 -1.38
13 N -2.00 -3.06 -2.16
14 N 3.03 3.73 2.45
15 N -3.35 3.64 4.73
16 C 0.32 -3.39 -6.04
17 C -2.79 0.65 -2.15
18 C -1.63 5.42 5.11
19 C -2.90 4.98 4.38
20 C 1.86 3.14 2.31
21 C -1.15 -3.70 -3.16
22 C 0.39 -5.58 0.32
23 C -1.59 -3.58 -4.61
24 C -1.10 4.12 1.32
25 C 6.75 0.80 -3.25
26 C -2.88 0.21 -3.63
27 C -2.67 5.08 2.89
28 C 3.67 -0.40 0.37
29 C 3.46 4.22 3.74
30 C 5.41 0.39 -1.36
31 C -4.08 3.08 0.19
32 C -3.54 1.91 -1.77
33 C -0.88 -5.17 -2.76
34 C 3.95 3.73 1.29
35 C 4.89 -0.75 -0.51
36 C -0.75 -7.44 1.47
37 C -2.05 -5.52 0.76
38 C -0.15 0.18 1.26
39 C -0.45 -1.11 0.44
40 Be -1.50 2.05 3.94
41 Be -2.61 0.03 0.83
42 H 0.52 0.70 0.56
43 H -1.76 -2.53 -4.86
44 H -1.19 -8.12 0.74
45 H -0.28 4.84 1.31
46 H -4.23 3.26 4.39
47 H -2.61 -6.03 -0.04
48 H -3.87 0.44 -4.02
49 H -0.18 -3.17 -3.13
50 H -3.45 3.75 5.74
51 H 3.35 -1.30 0.90
52 H 1.10 -3.16 -5.31
53 H -1.48 5.24 6.18
54 H -0.05 -2.45 -6.49
55 H -1.84 -5.66 -2.60
56 H 5.88 -2.17 0.45
57 H -1.97 -4.54 0.28
58 H -2.12 0.87 -4.07
59 H -1.88 4.36 0.59
60 H 0.50 -0.12 2.09
61 H 7.28 0.25 -4.03
62 H -0.45 -0.81 -0.63
63 H -0.24 -5.00 -1.90
64 H 6.04 1.41 -3.82
65 H 0.72 -3.89 -6.92
66 H -4.03 4.01 -0.38
67 H -3.24 2.83 -2.27
68 H -4.31 -0.68 -1.34
69 H -4.62 1.87 -1.96
70 H 3.29 5.29 3.82
71 H -0.26 -5.63 -3.53
72 H -2.62 -0.83 -3.78
73 H 0.20 -7.85 1.78
74 H 0.35 -1.86 0.42
75 H -1.63 -3.02 -1.22
76 H -3.71 5.67 4.64
77 H -5.09 2.72 0.34
78 H -1.40 -7.45 2.35
79 H 4.51 4.06 4.00
80 H 4.56 -1.61 -1.10
81 H -2.87 -3.59 -2.04
82 H -2.70 -5.60 1.63
83 H 4.66 1.02 -1.85
84 H -2.55 -4.10 -4.70
85 H -0.65 3.18 1.00
86 H 1.69 2.76 1.30
87 H 6.13 1.00 -0.78
88 H 3.32 3.78 0.41
89 H -2.78 -1.36 -1.45
90 H -1.77 0.94 -1.88
91 H 4.04 0.18 1.22
92 H 6.87 -0.92 0.12
93 H 0.24 -4.54 -0.02
94 H -3.61 4.79 2.40
95 H 7.53 1.43 -2.80
96 H -0.72 4.97 4.69
97 H -3.60 3.39 1.13
98 H -1.54 6.50 5.02
99 H 4.58 4.62 1.23
100 H -2.17 6.00 2.62
101 H 4.63 2.90 1.49
102 H 2.88 0.15 -0.13
103 H 2.93 3.77 4.58

***

Molecular formula: C24H26N
Method: DFT, wB97M-V/def2-TZVPD

Values from the calculation:
- charge = +1
- max |F| (eV/A) = 2.5
- energy (eV) = -26792.7840
- SMILES = CCC[NH2+][C@H](C=C(c1ccccc1)c1ccccc1)c1ccccc1

CARTESIAN COORDINATES (ANGSTROEM)
1 N -1.23 0.26 -1.46
2 C 3.39 -3.94 1.67
3 C 2.65 3.43 1.12
4 C -3.32 0.16 0.90
5 C 2.38 -2.98 1.59
6 C 1.55 -0.72 0.80
7 C -0.94 -0.23 0.25
8 C 3.03 1.11 1.74
9 C -1.65 2.15 -3.17
10 C 2.61 -1.75 0.95
11 C 4.87 -2.51 0.40
12 C -2.66 3.26 -3.50
13 C 1.62 3.03 0.26
14 C -3.89 -2.57 0.85
15 C -4.93 -1.64 0.96
16 C 1.32 1.69 0.13
17 C 4.63 -3.72 1.06
18 C -4.64 -0.28 1.01
19 C -2.30 -0.77 0.66
20 C 0.25 -1.10 0.54
21 C -2.15 1.31 -1.98
22 C 3.89 -1.52 0.38
23 C 1.96 0.70 0.89
24 C -2.56 -2.14 0.73
25 C 3.35 2.46 1.85
26 H 5.82 -2.31 -0.09
27 H 1.40 -3.17 2.04
28 H -1.75 -2.87 0.74
29 H 1.03 3.75 -0.31
30 H -5.96 -1.99 1.01
31 H 0.58 1.37 -0.61
32 H -3.02 0.75 -2.34
33 H -2.35 3.87 -4.36
34 H 5.41 -4.47 1.10
35 H -3.64 2.84 -3.76
36 H 2.89 4.48 1.21
37 H -5.43 0.45 1.16
38 H -2.49 1.96 -1.16
39 H -0.66 2.58 -3.00
40 H -0.82 0.82 0.51
41 H -0.25 0.38 -1.75
42 H 0.04 -2.18 0.59
43 H -2.80 3.93 -2.66
44 H 4.16 2.76 2.52
45 H -1.56 1.51 -4.06
46 H 3.20 -4.87 2.20
47 H -4.08 -3.64 0.89
48 H 4.08 -0.57 -0.13
49 H -1.59 -0.66 -1.75
50 H 3.60 0.36 2.31
51 H -3.07 1.22 1.06

***

Molecular formula: C22H38N2SbSe2Si3TbTe2
Method: DFT, wB97M-V/def2-TZVPD

Values from the calculation:
- charge = 0
- max |F| (eV/A) = 4.1
- spin multiplicity = 7
- energy (eV) = -224297.2124

CARTESIAN COORDINATES (ANGSTROEM)
1 Tb 1.51 2.14 0.87
2 Te 4.76 2.91 0.31
3 Te 4.09 4.97 2.00
4 Sb -1.01 -0.55 0.79
5 Se 2.30 3.83 3.26
6 Se 3.25 2.24 -1.57
7 Si -1.72 1.66 2.99
8 Si 0.43 -3.45 -0.63
9 Si 0.07 -0.91 -2.64
10 N -0.08 3.24 -0.35
11 N 1.95 -0.23 0.77
12 C -3.42 0.85 3.35
13 C -0.97 -2.17 -3.61
14 C -2.66 4.14 -1.04
15 C -0.97 1.62 1.25
16 C 4.22 -1.35 -0.31
17 C 1.83 -1.01 -0.36
18 C -1.17 2.61 0.25
19 C 1.70 -0.58 -3.52
20 C 0.86 -3.83 1.17
21 C 3.03 -1.55 -0.90
22 C -1.00 0.68 -2.78
23 C 1.79 -4.29 -1.65
24 C -1.74 3.43 3.66
25 C 0.53 -1.44 -0.87
26 C -0.26 4.38 -1.07
27 C -1.49 4.87 -1.41
28 C -2.52 3.04 -0.16
29 C -0.50 0.69 4.07
30 C 4.24 -0.78 1.00
31 C -3.00 -0.89 0.05
32 C 3.13 -0.16 1.50
33 C -1.29 -4.19 -0.95
34 H 0.62 4.94 -1.39
35 H -3.77 -0.19 0.46
36 H -3.27 2.34 0.18
37 H 2.72 -4.28 -1.07
38 H 3.00 0.09 2.50
39 H 0.20 -3.50 2.02
40 H -1.42 5.74 -2.03
41 H -2.03 -2.25 -3.10
42 H -3.26 -0.24 3.73
43 H -3.08 -0.85 -1.04
44 H -3.98 1.49 4.06
45 H -1.32 0.89 -3.82
46 H -3.66 4.40 -1.43
47 H -1.41 -5.06 -0.31
48 H 5.10 -1.68 -0.81
49 H -1.61 -4.51 -1.89
50 H -4.10 0.87 2.46
51 H -0.56 -0.42 3.76
52 H 2.08 -1.60 -3.66
53 H -0.45 1.63 -2.36
54 H -0.92 0.84 5.06
55 H 0.57 0.93 4.01
56 H 0.82 -4.98 1.32
57 H -1.04 -1.90 -4.63
58 H -2.51 3.60 4.39
59 H 2.39 0.09 -3.02
60 H -0.46 -3.25 -3.62
61 H -0.75 3.46 4.16
62 H -1.66 4.14 2.86
63 H -3.26 -1.91 0.27
64 H 3.04 -2.21 -1.74
65 H 1.90 -3.48 1.43
66 H 1.99 -3.82 -2.60
67 H -2.00 -3.34 -0.77
68 H 5.11 -0.95 1.61
69 H 1.51 -0.09 -4.47
70 H -1.89 0.41 -2.21
71 H 1.49 -5.27 -1.83

***

Q: Which value of energy does entry 4 give?
A: -224297.2124 eV

***

Q: Look up the max |F| of the first one.
A: 3.3 eV/A

***

Q: What is the formula in the second record?
A: C24H62Be2N6NaO8

***

Repeat the second record exactly.
Molecular formula: C24H62Be2N6NaO8
Method: DFT, wB97M-V/def2-TZVPD

Values from the calculation:
- charge = +3
- max |F| (eV/A) = 4.9
- energy (eV) = -56402.1420

CARTESIAN COORDINATES (ANGSTROEM)
1 Na -2.06 -2.85 3.17
2 O -1.68 4.06 2.61
3 O -0.74 -4.17 -5.55
4 O -1.18 1.07 1.60
5 O 1.45 -6.16 0.36
6 O 6.19 -0.17 -2.41
7 O 1.05 2.97 3.24
8 O -1.63 -1.70 0.70
9 O -3.24 2.10 -0.42
10 N 5.94 -1.16 0.46
11 N -0.73 -6.10 0.90
12 N -3.32 -0.49 -1.38
13 N -2.00 -3.06 -2.16
14 N 3.03 3.73 2.45
15 N -3.35 3.64 4.73
16 C 0.32 -3.39 -6.04
17 C -2.79 0.65 -2.15
18 C -1.63 5.42 5.11
19 C -2.90 4.98 4.38
20 C 1.86 3.14 2.31
21 C -1.15 -3.70 -3.16
22 C 0.39 -5.58 0.32
23 C -1.59 -3.58 -4.61
24 C -1.10 4.12 1.32
25 C 6.75 0.80 -3.25
26 C -2.88 0.21 -3.63
27 C -2.67 5.08 2.89
28 C 3.67 -0.40 0.37
29 C 3.46 4.22 3.74
30 C 5.41 0.39 -1.36
31 C -4.08 3.08 0.19
32 C -3.54 1.91 -1.77
33 C -0.88 -5.17 -2.76
34 C 3.95 3.73 1.29
35 C 4.89 -0.75 -0.51
36 C -0.75 -7.44 1.47
37 C -2.05 -5.52 0.76
38 C -0.15 0.18 1.26
39 C -0.45 -1.11 0.44
40 Be -1.50 2.05 3.94
41 Be -2.61 0.03 0.83
42 H 0.52 0.70 0.56
43 H -1.76 -2.53 -4.86
44 H -1.19 -8.12 0.74
45 H -0.28 4.84 1.31
46 H -4.23 3.26 4.39
47 H -2.61 -6.03 -0.04
48 H -3.87 0.44 -4.02
49 H -0.18 -3.17 -3.13
50 H -3.45 3.75 5.74
51 H 3.35 -1.30 0.90
52 H 1.10 -3.16 -5.31
53 H -1.48 5.24 6.18
54 H -0.05 -2.45 -6.49
55 H -1.84 -5.66 -2.60
56 H 5.88 -2.17 0.45
57 H -1.97 -4.54 0.28
58 H -2.12 0.87 -4.07
59 H -1.88 4.36 0.59
60 H 0.50 -0.12 2.09
61 H 7.28 0.25 -4.03
62 H -0.45 -0.81 -0.63
63 H -0.24 -5.00 -1.90
64 H 6.04 1.41 -3.82
65 H 0.72 -3.89 -6.92
66 H -4.03 4.01 -0.38
67 H -3.24 2.83 -2.27
68 H -4.31 -0.68 -1.34
69 H -4.62 1.87 -1.96
70 H 3.29 5.29 3.82
71 H -0.26 -5.63 -3.53
72 H -2.62 -0.83 -3.78
73 H 0.20 -7.85 1.78
74 H 0.35 -1.86 0.42
75 H -1.63 -3.02 -1.22
76 H -3.71 5.67 4.64
77 H -5.09 2.72 0.34
78 H -1.40 -7.45 2.35
79 H 4.51 4.06 4.00
80 H 4.56 -1.61 -1.10
81 H -2.87 -3.59 -2.04
82 H -2.70 -5.60 1.63
83 H 4.66 1.02 -1.85
84 H -2.55 -4.10 -4.70
85 H -0.65 3.18 1.00
86 H 1.69 2.76 1.30
87 H 6.13 1.00 -0.78
88 H 3.32 3.78 0.41
89 H -2.78 -1.36 -1.45
90 H -1.77 0.94 -1.88
91 H 4.04 0.18 1.22
92 H 6.87 -0.92 0.12
93 H 0.24 -4.54 -0.02
94 H -3.61 4.79 2.40
95 H 7.53 1.43 -2.80
96 H -0.72 4.97 4.69
97 H -3.60 3.39 1.13
98 H -1.54 6.50 5.02
99 H 4.58 4.62 1.23
100 H -2.17 6.00 2.62
101 H 4.63 2.90 1.49
102 H 2.88 0.15 -0.13
103 H 2.93 3.77 4.58